(1)
# C55H42BeN7O4P

A structure of composition C55H42BeN7O4P (ωB97M-V/def2-TZVPD, the Open Molecules 2025 dataset).

Atoms and positions in Å:
Be 0.216 0.484 0.256
C -0.204 -2.525 4.391
N 0.232 -1.420 3.491
C 0.047 -1.249 2.135
N 0.189 0.049 1.791
C 0.388 0.779 2.973
C 0.352 -0.081 4.059
C 0.544 0.261 5.490
C -0.123 1.372 6.019
C -0.230 1.515 7.391
C 0.316 0.594 8.273
C 1.118 -0.431 7.773
C 1.216 -0.589 6.384
C 0.571 2.264 2.993
C 1.638 2.796 3.696
C 1.949 4.175 3.685
C 1.017 5.051 3.208
C -0.132 4.605 2.580
C -0.358 3.191 2.513
P 0.182 -2.615 0.894
C 1.469 -1.833 -0.068
N 1.273 -0.566 -0.594
C 2.450 -0.377 -1.390
C 3.139 -1.571 -1.500
N 2.522 -2.498 -0.632
C 2.907 -3.915 -0.409
C 4.478 -1.905 -2.095
C 4.750 -1.834 -3.462
C 6.032 -2.065 -3.958
C 7.072 -2.202 -3.021
C 6.830 -2.432 -1.644
C 5.527 -2.177 -1.183
C 2.907 0.861 -1.990
C 4.226 1.316 -1.600
C 4.713 2.599 -1.873
C 4.005 3.373 -2.823
C 2.707 2.974 -3.203
C 2.133 1.783 -2.728
C -1.324 -2.499 -0.347
N -1.047 -2.097 -1.557
C -2.192 -1.663 -2.138
C -3.274 -1.542 -1.097
N -2.553 -2.232 0.036
C -3.205 -2.373 1.269
C -4.597 -2.194 -1.499
C -5.774 -1.595 -0.927
C -7.021 -2.213 -1.070
C -7.218 -3.318 -1.859
C -6.046 -3.818 -2.494
C -4.788 -3.277 -2.328
C -2.124 -1.113 -3.544
C -3.080 -0.256 -4.207
C -2.639 0.430 -5.309
C -1.530 -0.016 -6.032
C -0.615 -0.964 -5.503
C -0.954 -1.518 -4.264
H -0.510 -3.447 3.892
H 0.662 -2.805 4.997
H -0.980 -2.206 5.081
H -0.636 2.095 5.342
H -0.721 2.427 7.722
H 0.213 0.742 9.356
H 1.507 -1.251 8.419
H 2.005 -1.203 6.024
H 2.345 2.088 4.200
H 2.843 4.475 4.158
H 1.166 6.104 3.289
H -0.887 5.323 2.214
H -1.276 2.815 2.086
H 2.635 -4.219 0.596
H 2.398 -4.631 -1.077
H 3.957 -4.044 -0.574
H 3.920 -1.598 -4.157
H 6.253 -2.053 -5.056
H 8.091 -2.193 -3.403
H 7.614 -2.646 -0.914
H 5.279 -2.123 -0.140
H 4.843 0.606 -1.109
H 5.605 2.949 -1.360
H 4.516 4.243 -3.164
H 2.065 3.594 -3.824
H 1.115 1.521 -3.014
H -3.201 -1.492 1.911
H -4.238 -2.645 1.054
H -2.652 -3.176 1.766
H -5.755 -0.654 -0.335
H -7.825 -1.684 -0.584
H -8.173 -3.814 -2.150
H -6.303 -4.586 -3.234
H -3.997 -3.716 -2.948
H -4.117 -0.145 -3.827
H -3.224 1.254 -5.714
H -1.315 0.424 -7.007
H 0.347 -1.260 -5.928
H -0.256 -2.212 -3.879
O -4.311 5.172 -1.206
C -3.089 5.079 -1.347
O -2.318 6.017 -1.564
C -2.317 3.817 -1.334
C -0.960 3.911 -1.245
C -0.170 2.902 -0.758
N -0.671 1.682 -0.435
C -1.998 1.573 -0.471
C -2.806 2.502 -1.149
C -2.796 0.564 0.324
O -3.685 -0.274 -0.508
O -2.924 0.552 1.567
H -0.458 4.837 -1.557
H 0.942 2.989 -0.684
H -3.839 2.325 -1.294

Properties
gap between HOMO and LUMO (spin up / spin down): 4.255 / 4.255 eV

Here are the Löwdin charges for atoms 1 to 2, given in e: atom 1 (Be): 0.301, atom 2 (C): -0.005

(2)
# C55H42CrP3SSi

A structure of composition C55H42CrP3SSi (ωB97M-V/def2-TZVPD, the Open Molecules 2025 dataset).

Atoms and positions in Å:
Cr -0.012 -0.498 -0.452
C 3.956 -3.923 -3.292
C 4.806 -3.435 -2.307
C 4.330 -2.538 -1.363
C 3.000 -2.126 -1.371
C 2.162 -2.622 -2.361
C 2.634 -3.507 -3.321
P 2.339 -0.886 -0.171
C 3.688 0.374 -0.422
C 4.474 0.920 0.588
C 5.462 1.857 0.300
C 5.661 2.287 -1.002
C 4.854 1.782 -2.015
C 3.886 0.837 -1.725
C 2.670 -1.413 1.593
C 3.904 -1.911 1.988
C 4.119 -2.338 3.291
C 3.102 -2.241 4.224
C 1.871 -1.725 3.842
C 1.618 -1.322 2.533
Si -0.076 -0.779 1.880
C -0.265 0.992 2.568
C -0.324 1.204 3.954
C -0.365 2.476 4.497
C -0.313 3.584 3.655
C -0.243 3.400 2.287
C -0.251 2.113 1.737
P -0.153 1.849 -0.081
C 1.150 3.067 -0.544
C 2.304 3.177 0.230
C 3.303 4.073 -0.114
C 3.179 4.856 -1.253
C 2.044 4.743 -2.042
C 1.034 3.858 -1.685
C -1.625 2.683 -0.807
C -2.029 2.265 -2.072
C -3.130 2.829 -2.700
C -3.852 3.827 -2.063
C -3.464 4.251 -0.800
C -2.367 3.676 -0.176
C -1.607 -1.738 2.417
C -1.860 -2.271 3.682
C -3.020 -2.986 3.946
C -3.964 -3.171 2.945
C -3.738 -2.645 1.683
C -2.559 -1.960 1.409
P -2.269 -1.230 -0.257
C -3.859 -0.335 -0.444
C -4.085 0.719 0.439
C -5.298 1.385 0.454
C -6.306 1.015 -0.429
C -6.089 -0.028 -1.316
C -4.875 -0.706 -1.317
C -2.389 -2.547 -1.512
C -2.622 -3.889 -1.245
C -2.622 -4.822 -2.273
C -2.387 -4.422 -3.580
C -2.148 -3.083 -3.860
C -2.145 -2.154 -2.829
H 4.326 -4.621 -4.032
H 5.843 -3.743 -2.279
H 5.027 -2.131 -0.643
H 1.113 -2.343 -2.371
H 1.959 -3.881 -4.080
H 4.335 0.611 1.616
H 6.074 2.252 1.102
H 6.431 3.013 -1.228
H 4.984 2.119 -3.036
H 3.276 0.445 -2.533
H 4.727 -1.960 1.290
H 5.082 -2.745 3.574
H 3.262 -2.569 5.244
H 1.091 -1.651 4.591
H -0.333 0.355 4.630
H -0.416 2.606 5.571
H -0.312 4.584 4.069
H -0.156 4.266 1.641
H 2.416 2.577 1.125
H 4.186 4.155 0.507
H 3.963 5.552 -1.523
H 1.934 5.352 -2.930
H 0.148 3.803 -2.302
H -1.479 1.478 -2.582
H -3.428 2.481 -3.681
H -4.719 4.263 -2.542
H -4.030 5.020 -0.289
H -2.099 4.010 0.817
H -1.145 -2.135 4.485
H -3.191 -3.397 4.933
H -4.876 -3.718 3.148
H -4.489 -2.769 0.910
H -3.310 1.010 1.142
H -5.454 2.197 1.152
H -7.255 1.536 -0.421
H -6.871 -0.327 -2.003
H -4.729 -1.527 -2.008
H -2.783 -4.218 -0.226
H -2.794 -5.867 -2.049
H -2.385 -5.154 -4.378
H -1.960 -2.762 -4.876
H -1.959 -1.108 -3.058
S 0.449 -3.717 0.486
C 0.304 -2.190 0.095

Properties
gap between HOMO and LUMO (spin up / spin down): 7.427 / 6.249 eV
2S+1: 2

Here are the Löwdin charges for atoms 1 to 2, given in e: atom 1 (Cr): -0.151, atom 2 (C): -0.084